Entry 1:
Computed, not measured: a molecular structure, C39H35F5N6O6PS2SeV at a distorted geometry, with wB97M-V/def2-TZVPD.

The geometry in ORCA input format:
```
! wB97M-V def2-TZVPD RIJCOSX def2/J DEFGRID3
* xyz 0 3
V -0.56395 0.61672 0.45302
N -5.71570 -2.23098 5.63748
C -4.47252 -1.94220 5.09672
C -3.45044 -1.43225 5.90736
C -2.19880 -1.18905 5.38418
C -1.94908 -1.46130 4.04596
C -2.95074 -1.97246 3.22691
C -4.20819 -2.20433 3.74890
S -0.35196 -1.19580 3.37720
O 0.53562 -0.87254 4.44835
O -0.11262 -2.30452 2.50522
N -0.43171 0.14271 2.35676
C -1.08348 1.27406 2.76561
N -1.15397 2.16310 1.73677
C -1.89345 3.26055 1.90879
C -2.48343 3.54940 3.11013
C -2.28996 2.61783 4.12633
N -1.61670 1.48966 3.97232
H -5.95340 -1.79080 6.50752
H -6.48191 -2.33371 4.99701
H -3.65243 -1.22727 6.95444
H -1.40186 -0.78290 5.99622
H -2.74174 -2.17894 2.18505
H -4.99532 -2.60195 3.11604
H -1.98411 3.91928 1.05404
H -3.05608 4.45108 3.25861
H -2.71059 2.78161 5.11523
O -4.23235 1.24415 -0.37184
S -3.01408 0.52306 -0.53051
O -2.48892 -0.13559 0.69799
O -1.86328 1.32304 -1.06443
C -3.21155 -0.77610 -1.68107
C -4.47063 -1.08611 -2.16593
C -4.58897 -2.10734 -3.09206
C -3.45611 -2.78346 -3.52403
C -2.20130 -2.46937 -3.01692
C -2.05191 -1.45963 -2.07316
P -0.37781 -1.01491 -1.37709
C 0.40439 -2.65980 -1.40320
C 0.05787 -3.53558 -0.37518
C 0.54847 -4.83037 -0.36861
C 1.39296 -5.26071 -1.38683
C 1.74671 -4.39047 -2.40643
C 1.25068 -3.08964 -2.41939
C 0.34529 -0.14682 -2.81684
C 1.70650 0.14177 -2.77209
C 2.31939 0.83224 -3.80826
C 1.56500 1.25576 -4.89738
C 0.20357 0.98908 -4.94058
C -0.40678 0.28891 -3.90463
H -5.33128 -0.52386 -1.82273
H -5.56498 -2.37655 -3.47367
H -3.54956 -3.56785 -4.26556
H -1.32941 -3.01604 -3.35315
H -0.55891 -3.18907 0.44418
H 0.29252 -5.49687 0.44811
H 1.78844 -6.27216 -1.37550
H 2.41819 -4.71688 -3.19279
H 1.53226 -2.41693 -3.21971
H 2.27048 -0.19245 -1.91724
H 3.38445 1.03558 -3.76557
H 2.03713 1.79684 -5.70896
H -0.38859 1.32453 -5.78554
H -1.47086 0.08676 -3.95116
F 7.06642 -1.34465 -2.84272
C 6.04485 -1.27297 -1.98676
C 5.57297 -0.05269 -1.56312
F 6.13991 1.07728 -2.01881
C 4.51254 0.00100 -0.68301
F 4.10744 1.23809 -0.33106
C 3.85967 -1.12094 -0.19429
Se 2.36177 -1.07081 0.97040
C 4.38511 -2.33450 -0.62915
F 3.86819 -3.48978 -0.21247
C 5.44855 -2.41884 -1.50804
F 5.90539 -3.60907 -1.91031
C 2.31966 2.34784 2.19191
N 2.23350 3.16493 0.97786
C 3.43149 3.97152 0.74098
C 1.38163 2.86388 -0.00685
O 0.84462 1.71181 -0.09369
N 1.06858 3.80966 -0.91109
C 0.36537 3.47763 -2.15133
C 1.21219 5.23440 -0.63757
H 2.36610 3.01951 3.05430
H 3.20603 1.71835 2.16607
H 1.46892 1.69115 2.29050
H 4.30103 3.34650 0.94165
H 3.46310 4.83890 1.40336
H 3.49532 4.29781 -0.29170
H 0.06866 2.44330 -2.15980
H 1.00608 3.66495 -3.01219
H -0.52884 4.09579 -2.23509
H 1.28844 5.41220 0.43273
H 0.32067 5.73961 -1.00925
H 2.07613 5.67602 -1.13595
*
```

Values from the calculation:
* LUMO energy (spin up / spin down): -0.161 / -0.136 eV
* HOMO energy (spin up / spin down): -6.302 / -6.328 eV
* HOMO-LUMO gap (spin up / spin down): 6.141 / 6.192 eV

Entry 2:
Computed, not measured: 3 unconnected molecules or ions with the total composition C19H38N2O7P at a distorted geometry, with wB97M-V/def2-TZVPD.

The geometry in ORCA input format:
```
! wB97M-V def2-TZVPD RIJCOSX def2/J DEFGRID3
* xyz -1 1
N 1.81349 -3.19635 0.53901
P 1.92196 -2.08903 -0.81384
O 0.95830 -0.87332 -0.04566
N 1.06260 -2.65454 -2.06388
C -0.04396 -3.58438 -1.87324
C -1.24220 -3.01453 -1.13788
C -2.08738 -2.15290 -1.83231
C -3.17856 -1.56233 -1.20976
C -3.43707 -1.84605 0.12786
C -2.62988 -2.73324 0.82707
C -1.53656 -3.31158 0.18898
H 1.21700 -2.86754 1.28673
H 1.55328 -4.13069 0.25504
H 1.05690 -0.08802 -0.58510
H 0.25042 -4.55173 -1.43852
H -0.41608 -3.82268 -2.87588
H -1.88875 -1.92940 -2.87097
H -3.81007 -0.86982 -1.74619
H -4.27669 -1.38242 0.62924
H -2.84026 -2.95020 1.86385
H -0.90802 -4.00251 0.72966
C 3.05411 0.71619 8.41729
O 2.81829 0.64690 7.03431
C 3.81276 1.33139 6.29159
C 3.74858 0.96274 4.82527
O 4.38032 -0.26582 4.51422
C 3.66544 -1.45050 4.84681
C 2.52390 -1.75864 3.90426
O 1.38570 -0.98417 4.24156
C 0.45246 -0.94864 3.17256
H 3.06252 1.75676 8.76702
H 2.24739 0.18354 8.91786
H 4.00686 0.23904 8.67897
H 4.80827 1.08506 6.68308
H 3.64249 2.41310 6.39864
H 4.31338 1.71836 4.27407
H 2.72006 0.98365 4.45919
H 3.32153 -1.42542 5.88346
H 4.39776 -2.25550 4.75608
H 2.26398 -2.82387 3.99280
H 2.83413 -1.55652 2.87290
H 0.88366 -0.48056 2.28608
H -0.40541 -0.36329 3.50163
H 0.11195 -1.95851 2.91480
C -1.23426 3.14738 -7.85743
O -1.84122 3.05741 -6.59226
C -2.91219 2.12943 -6.58307
C -3.31750 1.78332 -5.16672
O -2.49083 0.81171 -4.55320
C -1.21271 1.26343 -4.10474
C -1.27802 2.08091 -2.83692
O -1.64954 3.42752 -3.11621
C -2.09437 4.09462 -1.96066
H -1.95382 3.47302 -8.61981
H -0.43559 3.88374 -7.78964
H -0.80128 2.18507 -8.15516
H -2.61964 1.21166 -7.10807
H -3.76895 2.58361 -7.10349
H -4.30729 1.32187 -5.21363
H -3.40005 2.68283 -4.55245
H -0.68810 1.79299 -4.90163
H -0.64769 0.35750 -3.87662
H -0.28747 2.08645 -2.36429
H -1.99862 1.62378 -2.14926
H -2.99589 3.61904 -1.55536
H -2.33610 5.11913 -2.24094
H -1.31746 4.11158 -1.18707
*
```

Values from the calculation:
* LUMO energy: 2.619 eV
* HOMO energy: -3.203 eV
* HOMO-LUMO gap: 5.822 eV

Entry 3:
Computed, not measured: C21H13N5O3S in the gas phase at a distorted geometry, with wB97M-V/def2-TZVPD.

The geometry in ORCA input format:
```
! wB97M-V def2-TZVPD RIJCOSX def2/J DEFGRID3
* xyz 0 1
O 6.56089 -4.28298 0.91955
C 5.68891 -3.75709 1.56572
O 5.45290 -4.09316 2.87026
C 4.76262 -2.78110 0.92777
C 4.55125 -2.86452 -0.46190
C 3.68695 -1.97751 -1.08239
C 2.95231 -1.10059 -0.28061
C 3.16679 -1.04655 1.10989
C 2.43836 -0.09790 1.95964
C 2.81174 0.26165 3.21841
N 1.98727 1.30842 3.61545
C 1.99715 2.09245 4.74264
C 1.06263 3.11230 4.84731
C 0.06968 3.29917 3.77864
C 0.14087 2.55574 2.62357
C -0.87659 2.75024 1.53532
O -1.55214 3.77609 1.53443
N -1.14929 1.63768 0.71828
C -2.01590 1.56436 -0.34997
N -2.53466 2.63831 -0.90342
C -3.36384 2.29989 -1.96860
C -4.07017 3.21286 -2.71799
C -4.79059 2.77938 -3.81335
C -4.89658 1.43198 -4.14940
C -4.19972 0.47566 -3.37734
C -3.42888 0.94497 -2.30406
S -2.48954 0.03575 -1.15910
C 1.12668 1.52811 2.53766
N 1.37342 0.72508 1.55241
N 4.07003 -1.87411 1.68230
H 6.06899 -4.74512 3.14567
H 5.14481 -3.58972 -1.02491
H 3.57408 -1.92850 -2.16266
H 2.25792 -0.39454 -0.76548
H 3.62846 -0.16780 3.79996
H 2.79434 1.97544 5.46955
H 1.10184 3.73344 5.73350
H -0.67863 4.08257 3.86640
H -0.56823 0.80545 0.86153
H -3.91781 4.28190 -2.48158
H -5.30998 3.56780 -4.41180
H -5.56577 1.17767 -4.96538
H -4.30795 -0.59854 -3.48135
*
```

Values from the calculation:
* LUMO energy: -0.518 eV
* SMILES string: O=C(O)c1cccc(-c2cn3cccc(C(=O)Nc4nc5ccccc5s4)c3n2)n1
* HOMO energy: -8.374 eV
* HOMO-LUMO gap: 7.856 eV

Entry 4:
Computed, not measured: a gas-phase ion, C6H12N3O (charge +1) at a distorted geometry, with wB97M-V/def2-TZVPD.

The geometry in ORCA input format:
```
! wB97M-V def2-TZVPD RIJCOSX def2/J DEFGRID3
* xyz 1 1
C -0.54127 0.28075 0.08074
C -0.06555 0.75218 -2.19858
C 1.94852 -0.00317 -1.19870
C -2.36653 0.96276 -1.35244
C 3.90515 0.16448 0.06577
C -1.27326 -0.81745 2.17353
N -0.90447 0.66552 -1.18455
N 3.02339 0.61758 -0.94608
N -1.39528 -0.43181 0.75200
O 1.17126 0.40517 -2.23210
H -0.44111 1.01861 -3.13255
H 1.68323 -0.99180 -1.00525
H -2.46305 1.90777 -1.95261
H -2.92106 0.27547 -2.03191
H -3.04932 0.94809 -0.50369
H 4.32339 1.07322 0.51495
H 3.36004 -0.36821 0.93889
H 4.72026 -0.33281 -0.44592
H -2.19636 -1.41158 2.29001
H -1.31291 0.25297 2.65398
H -0.38513 -1.32644 2.34905
H -2.24938 -0.76646 0.20523
*
```

Values from the calculation:
* LUMO energy: -4.499 eV
* HOMO energy: -12.805 eV
* HOMO-LUMO gap: 8.306 eV